Record 1
C26H44CoN3P2 | ωB97M-V with the def2-TZVPD basis set

The molar mass comes out at 519.54 g/mol. As for the total charge: +2. As for the HOMO-LUMO gap (spin up / spin down): 8.552 / 6.498 eV. For the total energy, the calculation gives -88337.4758 eV. The LUMO energy (spin up / spin down) comes out at -5.04 / -7.91 eV. The value obtained for the max |F| is 1.232 eV Å⁻¹. Its expectation value of S² is 6.06. Its spin multiplicity is 5.

Atoms and positions in Å:
Co: 0.406 -1.081 -0.103
C: 2.277 2.088 -1.683
C: 3.257 1.068 -1.105
C: 3.879 0.216 -2.212
P: 2.432 -0.017 0.152
C: 3.844 -1.007 0.876
C: 3.854 -2.395 0.218
C: 3.800 -1.128 2.401
C: 1.847 1.210 1.378
C: 2.723 2.101 1.965
C: 2.280 3.157 2.771
C: 3.254 4.081 3.423
C: 0.897 3.328 2.921
C: -0.001 2.467 2.340
C: 0.440 1.344 1.595
N: -0.383 0.440 1.003
C: -1.758 0.372 1.106
C: -2.501 0.681 2.259
C: -3.879 0.635 2.242
C: -4.583 0.300 1.082
C: -6.079 0.292 1.050
C: -3.847 -0.081 -0.044
C: -2.463 -0.091 -0.042
P: -1.428 -0.649 -1.443
C: -1.392 0.736 -2.679
C: -2.749 1.353 -3.004
C: -0.657 0.260 -3.934
C: -2.158 -2.182 -2.204
C: -3.612 -2.180 -2.672
C: -1.922 -3.333 -1.221
H: 2.814 2.771 -2.343
H: 1.790 2.684 -0.911
H: 1.510 1.584 -2.278
H: 4.045 1.585 -0.551
H: 3.114 -0.380 -2.715
H: 4.654 -0.453 -1.837
H: 4.339 0.865 -2.957
H: 4.755 -0.476 0.590
H: 2.852 -2.838 0.206
H: 4.507 -3.066 0.775
H: 4.208 -2.361 -0.812
H: 2.932 -1.699 2.741
H: 3.782 -0.163 2.899
H: 4.687 -1.662 2.740
H: 3.787 2.000 1.783
H: 4.139 4.228 2.806
H: 3.588 3.652 4.372
H: 2.806 5.049 3.639
H: 0.529 4.173 3.489
H: -1.056 2.678 2.418
H: -1.984 0.910 3.181
H: -4.430 0.865 3.145
H: -6.498 0.921 1.832
H: -6.449 -0.725 1.205
H: -6.454 0.628 0.084
H: -4.382 -0.367 -0.939
H: -0.786 1.498 -2.176
H: -3.400 0.652 -3.525
H: -2.593 2.203 -3.669
H: -3.258 1.719 -2.115
H: -1.271 -0.434 -4.508
H: 0.288 -0.232 -3.689
H: -0.435 1.111 -4.578
H: -1.519 -2.332 -3.081
H: -4.307 -2.167 -1.834
H: -3.789 -3.104 -3.224
H: -3.839 -1.358 -3.348
H: -2.492 -3.163 -0.303
H: -0.861 -3.436 -0.983
H: -2.261 -4.274 -1.653
N: 0.115 -3.870 1.611
N: 0.302 -2.444 1.556
H: 0.804 -4.331 1.034
H: -0.808 -4.107 1.280
H: 1.165 -2.272 2.063
H: -0.421 -2.045 2.150

Record 2
C26H44F2I2N5O7 | ωB97M-V with the def2-TZVPD basis set

The molar mass comes out at 830.47 g/mol. As for the total charge: +1. As for the HOMO-LUMO gap: 7.678 eV. For the total energy, the calculation gives -71083.8972 eV. The LUMO energy comes out at -3.15 eV. The value obtained for the max |F| is 1.722 eV Å⁻¹. Its spin multiplicity is 1.

Atoms and positions in Å:
C: 0.815 -3.256 1.749
C: 1.812 -3.769 0.723
C: 1.296 -3.819 -0.699
O: 0.868 -2.586 -1.293
C: 1.783 -1.524 -1.143
C: 1.627 -0.518 -2.287
N: 2.728 0.482 -2.280
C: 3.477 0.611 -1.018
C: 4.739 -0.154 -0.729
O: 3.051 1.395 -0.222
C: 3.515 0.678 -3.493
C: 4.783 -0.059 -3.808
O: 3.104 1.504 -4.267
C: 1.387 -1.277 -3.582
O: 2.443 -1.887 -4.195
C: 2.315 -3.310 -4.378
C: 3.666 -3.860 -4.813
N: 0.704 -0.251 -4.530
O: 1.446 0.099 -5.716
C: 1.111 -0.681 -6.711
N: 0.839 -1.365 -7.595
C: 0.179 0.908 -3.717
C: -1.269 1.234 -4.097
C: -1.307 2.244 -5.242
F: -2.476 2.113 -5.961
C: 0.311 0.364 -2.285
F: -0.767 -0.557 -2.249
C: 0.097 1.347 -1.144
I: -0.851 0.448 0.510
C: 0.465 2.633 -1.121
C: 1.138 3.373 -2.248
I: 0.144 3.851 0.541
H: 1.276 -3.289 2.734
H: -0.077 -3.871 1.807
H: 0.548 -2.221 1.584
H: 2.751 -3.218 0.800
H: 2.065 -4.799 0.977
H: 0.413 -4.454 -0.710
H: 2.038 -4.298 -1.350
H: 2.796 -1.927 -1.196
H: 1.623 -1.030 -0.184
H: 4.761 -1.141 -1.174
H: 5.587 0.418 -1.100
H: 4.815 -0.238 0.349
H: 5.049 -0.826 -3.100
H: 4.620 -0.547 -4.764
H: 5.594 0.651 -3.949
H: 0.596 -2.008 -3.440
H: 2.006 -3.778 -3.449
H: 1.560 -3.528 -5.135
H: 4.262 -3.059 -5.240
H: 3.554 -4.663 -5.530
H: 4.213 -4.212 -3.942
H: -0.144 -0.707 -4.881
H: 0.762 1.786 -3.956
H: -1.719 1.650 -3.199
H: -1.828 0.341 -4.371
H: -0.464 2.095 -5.923
H: -1.222 3.256 -4.846
H: 1.404 4.369 -1.913
H: 2.053 2.885 -2.557
H: 0.458 3.529 -3.082
C: -3.424 -1.369 4.915
C: -2.194 -0.821 4.235
O: -1.361 -1.547 3.701
N: -2.038 0.522 4.220
C: -2.914 1.543 4.776
H: -3.404 -2.452 4.840
H: -3.442 -1.082 5.967
H: -4.329 -0.996 4.435
H: -1.192 0.817 3.757
H: -3.253 2.210 3.979
H: -2.377 2.128 5.519
H: -3.773 1.094 5.253
C: -6.293 1.790 8.755
C: -5.097 2.420 8.082
O: -4.248 1.748 7.512
N: -4.991 3.771 8.133
C: -5.893 4.721 8.761
H: -6.229 0.715 8.627
H: -6.302 2.019 9.821
H: -7.222 2.146 8.309
H: -4.171 4.130 7.671
H: -6.281 5.421 8.020
H: -5.368 5.289 9.530
H: -6.728 4.206 9.220

Record 3
C26H44N3O5S2 | ωB97M-V with the def2-TZVPD basis set

The molar mass comes out at 542.79 g/mol. As for the total charge: +1. As for the HOMO-LUMO gap: 8.239 eV. For the total energy, the calculation gives -64042.2402 eV. The LUMO energy comes out at -3.20 eV. The value obtained for the max |F| is 4.485 eV Å⁻¹. Its spin multiplicity is 1.

Atoms and positions in Å:
C: 1.683 2.019 3.493
C: 1.615 0.451 3.357
N: 1.220 -0.054 2.018
C: -0.075 0.524 1.584
O: -1.039 0.576 2.630
C: -2.253 1.235 2.230
S: -3.783 0.446 2.900
C: -2.315 1.621 0.680
S: -3.918 2.373 0.225
N: -1.769 0.551 -0.261
C: -2.877 -0.223 -0.950
O: -3.894 -0.709 -0.098
C: -5.100 -0.952 -0.774
C: -6.397 -0.595 0.041
O: -5.144 -1.429 -1.869
C: -1.249 1.323 -1.468
C: 0.104 2.070 -1.418
O: 1.044 1.583 -2.018
C: 0.416 3.448 -0.768
C: 1.731 3.535 -0.104
C: 2.101 4.766 0.573
C: 1.157 5.889 0.597
C: -0.129 5.782 -0.094
C: -0.536 4.557 -0.784
C: -0.740 -0.339 0.396
C: -1.325 -1.675 1.028
C: -0.275 -2.640 1.690
N: -0.589 -4.090 1.514
O: 0.364 -0.729 -0.370
C: 0.247 -1.636 -1.452
C: 1.529 -2.596 -1.440
C: 1.045 -4.113 -1.643
C: 2.542 -2.289 -2.615
C: 3.997 -2.622 -2.067
C: 4.470 -1.511 -1.020
C: 5.070 -2.685 -3.243
H: 2.243 2.520 2.651
H: 0.630 2.428 3.414
H: 2.050 2.322 4.503
H: 0.948 0.018 4.141
H: 2.658 0.062 3.543
H: 1.922 0.330 1.375
H: 0.252 1.551 1.220
H: -2.216 2.235 2.758
H: -4.440 1.461 3.546
H: -1.622 2.513 0.630
H: -3.662 3.624 -0.277
H: -2.462 -1.105 -1.519
H: -3.374 0.395 -1.750
H: -6.835 0.331 -0.404
H: -7.101 -1.462 0.075
H: -6.102 -0.373 1.104
H: -2.018 2.052 -1.860
H: -1.179 0.559 -2.295
H: 2.413 2.648 -0.134
H: 3.093 4.794 1.089
H: 1.458 6.807 1.150
H: -0.805 6.662 -0.053
H: -1.522 4.453 -1.289
H: -1.839 -2.329 0.260
H: -2.125 -1.497 1.794
H: -0.314 -2.453 2.804
H: 0.787 -2.480 1.393
H: 0.319 -4.548 1.390
H: -1.147 -4.265 0.678
H: 0.339 -1.065 -2.427
H: -0.639 -2.301 -1.553
H: 2.050 -2.586 -0.449
H: -0.004 -4.286 -1.290
H: 1.070 -4.416 -2.724
H: 1.689 -4.830 -1.056
H: 2.407 -2.978 -3.497
H: 2.458 -1.222 -2.950
H: 4.039 -3.628 -1.563
H: 4.099 -0.531 -1.421
H: 3.969 -1.741 -0.034
H: 5.572 -1.509 -0.854
H: 6.064 -2.258 -2.939
H: 4.702 -2.031 -4.082
H: 5.246 -3.733 -3.602